Entry 1:
C6H24N12O6Pb as an isolated structure at a distorted geometry. Source: the Open Molecules 2025 dataset; level of theory: ωB97M-V/def2-TZVPD.

Structure (XYZ):
```
49
Properties=species:S:1:pos:R:3:mulliken_charge:R:1
Pb 0.22 -0.77 -0.49 2.050
C 3.40 -2.41 0.73 0.536
O 2.41 -1.68 0.42 -0.665
N 4.46 -2.51 0.06 -0.367
N 3.41 -3.01 1.89 -0.412
H 5.11 -3.16 0.47 0.182
H 4.62 -1.76 -0.60 0.249
H 4.20 -3.34 2.43 0.199
H 2.54 -3.05 2.40 0.205
C 2.33 2.21 -0.27 0.533
O 1.94 1.09 -0.33 -0.434
N 1.62 3.25 0.15 -0.375
N 3.42 2.72 -0.71 -0.430
H 0.64 3.08 0.32 0.130
H 2.10 4.06 0.49 0.192
H 3.72 3.65 -0.45 0.156
H 4.07 2.02 -1.05 0.248
C 0.37 0.99 2.85 0.465
O 0.06 0.28 1.90 -0.475
N 1.38 0.77 3.55 -0.429
N -0.37 2.00 3.21 -0.399
H 1.83 -0.08 3.23 0.206
H 1.91 1.55 3.91 0.230
H -0.29 2.54 4.06 0.191
H -0.96 2.38 2.48 0.206
C -2.30 -2.87 1.21 0.569
O -1.60 -2.24 0.45 -0.570
N -2.53 -4.19 1.01 -0.507
N -3.03 -2.42 2.16 -0.352
H -2.03 -4.51 0.20 0.226
H -3.17 -4.76 1.56 0.163
H -2.72 -1.54 2.54 0.252
H -3.65 -3.09 2.59 0.187
C -0.78 0.40 -3.86 0.422
O -0.10 0.00 -2.99 -0.557
N -1.99 0.09 -4.08 -0.347
N -0.35 1.24 -4.69 -0.427
H -2.57 0.81 -4.49 0.196
H -2.52 -0.63 -3.62 0.215
H 0.64 1.46 -4.65 0.262
H -0.77 1.30 -5.61 0.194
C -2.76 1.05 -0.73 0.457
O -1.81 0.54 -0.18 -0.332
N -3.18 2.32 -0.66 -0.505
N -3.56 0.37 -1.48 -0.425
H -3.58 2.71 -1.51 0.229
H -2.51 2.86 -0.14 0.235
H -4.11 0.86 -2.17 0.240
H -3.19 -0.57 -1.53 0.179
```

Values from the calculation:
- calculated total energy (eV) = -42016.7998
- total charge = +2
- frontier orbital gap (eV) = 10.573
- energy above the lowest of the compared OMol25 structures with the same formula, charge and spin (kJ/mol) = 388.4

=====

Entry 2:
A 7-piece molecular cluster, C6H24NO7 overall at a distorted geometry. Source: the Open Molecules 2025 dataset; level of theory: ωB97M-V/def2-TZVPD.

Structure (XYZ):
```
38
Properties=species:S:1:pos:R:3:mulliken_charge:R:1
C 2.31 1.28 -0.43 -1.178
O 2.54 -0.11 -0.60 -0.810
C 0.81 1.66 -0.36 2.238
C 0.16 1.23 0.97 -0.891
C -1.22 0.66 0.73 0.931
C -2.31 1.37 1.01 -1.134
C -1.28 -0.70 0.14 -0.748
N 0.66 3.10 -0.62 -0.803
H 2.76 1.76 -1.31 0.341
H 2.81 1.64 0.47 0.373
H 0.34 1.13 -1.18 -1.149
H 0.15 2.03 1.71 0.377
H 0.79 0.47 1.42 -0.046
H -3.31 0.99 0.81 0.308
H -2.29 2.36 1.44 0.310
H -0.95 -1.47 0.84 0.078
H -0.58 -0.84 -0.68 -0.006
H -2.27 -0.97 -0.23 0.421
H -0.30 3.38 -0.46 0.292
H 1.26 3.66 -0.02 0.280
H 2.01 -0.66 -3.28 0.271
H 1.84 -0.60 -1.66 0.377
O 1.35 -0.89 -2.61 -0.820
H -0.81 1.12 -3.05 0.316
H -0.08 -0.24 -3.15 0.430
O -0.90 0.25 -3.49 -0.749
H -2.50 -0.49 -3.06 0.442
H -3.20 -1.86 -3.30 0.285
O -3.36 -0.99 -2.92 -0.692
H 2.16 -1.00 0.42 0.449
H 3.11 -2.04 1.33 0.221
O 2.20 -1.69 1.27 -0.792
H -0.72 -2.84 3.54 0.449
H -2.06 -2.80 2.84 0.310
O -1.61 -3.26 3.56 -0.704
H 1.29 -1.83 2.72 0.431
H 0.44 -0.95 3.62 0.321
O 0.75 -1.86 3.56 -0.727
```

Values from the calculation:
- calculated total energy (eV) = -22436.1297
- total charge = -1
- frontier orbital gap (eV) = 9.005
- energy above the lowest of the compared OMol25 structures with the same formula, charge and spin (kJ/mol) = 0.0

=====

Entry 3:
A 8-piece molecular cluster, C6H24NO8 overall at a distorted geometry. Source: the Open Molecules 2025 dataset; level of theory: ωB97M-V/def2-TZVPD.

Structure (XYZ):
```
39
Properties=species:S:1:pos:R:3:mulliken_charge:R:1
O -1.72 0.12 -0.37 -0.504
C -1.23 1.21 -0.37 0.025
C -0.35 1.71 0.83 -0.772
C 0.97 0.91 1.18 0.451
C 1.12 -0.22 0.42 0.785
C 1.69 -0.34 -0.81 -1.162
C 0.73 -2.53 0.53 -0.338
N 0.43 -1.36 0.93 0.296
H -1.38 1.89 -1.21 0.417
H -0.93 1.74 1.86 0.273
H -0.04 2.66 0.66 0.495
H 1.02 0.86 2.30 0.445
H 1.82 1.70 1.15 -0.735
H 2.71 0.04 -1.25 0.174
H 1.38 -0.99 -1.68 0.222
H 0.31 -3.34 1.12 0.346
H 1.40 -2.50 -0.48 0.308
H -0.17 -1.21 1.79 0.246
H -3.53 -2.15 2.38 0.259
H -3.64 -0.71 2.15 0.290
O -3.04 -1.39 2.50 -0.543
H -1.26 -1.10 3.47 0.303
H 0.07 -1.70 4.20 0.300
O -0.49 -1.73 3.39 -0.686
H -2.69 -0.27 -1.67 0.423
H -3.87 0.36 -2.47 0.282
O -3.03 -0.05 -2.57 -0.641
H 1.36 4.12 -1.29 0.288
H 2.71 3.99 -1.91 0.262
O 2.09 3.55 -1.39 -0.535
H 4.39 1.59 2.25 0.312
H 3.55 2.77 1.47 0.305
O 4.24 2.08 1.43 -0.649
H -1.94 -3.30 -0.93 0.316
H -0.73 -3.41 -1.82 0.335
O -1.04 -2.75 -1.09 -0.590
H -0.16 -0.09 -3.95 0.267
H 0.40 0.67 -5.15 0.294
O 0.31 0.59 -4.19 -0.566
```

Values from the calculation:
- calculated total energy (eV) = -24470.4722
- total charge = +1
- frontier orbital gap (eV) = 8.869

=====

Entry 4:
A 6-piece molecular cluster, C6H24O6 overall at a distorted geometry. Source: the Open Molecules 2025 dataset; level of theory: ωB97M-V/def2-TZVPD.

Structure (XYZ):
```
36
Properties=species:S:1:pos:R:3:mulliken_charge:R:1
C 0.21 4.45 -0.95 -0.324
O 0.82 5.60 -0.37 -0.516
H -0.88 4.45 -0.94 0.271
H 0.49 4.45 -2.01 0.263
H 0.59 3.58 -0.41 0.031
H 0.29 5.94 0.35 0.290
C -3.43 -0.78 -0.04 -0.227
O -4.10 -0.39 -1.25 -0.524
H -3.97 -1.44 0.64 0.351
H -2.49 -1.26 -0.34 -0.056
H -3.15 0.14 0.47 0.169
H -4.80 -1.03 -1.43 0.300
C 2.75 -2.60 -0.99 -0.330
O 4.11 -2.99 -1.14 -0.532
H 2.13 -3.43 -0.63 0.160
H 2.62 -1.81 -0.26 0.206
H 2.27 -2.32 -1.93 0.170
H 4.61 -2.37 -0.60 0.322
C -0.91 -5.20 -0.95 -0.579
O -0.76 -3.89 -0.46 -0.457
H -0.89 -5.87 -0.09 0.231
H -1.87 -5.33 -1.46 0.268
H -0.06 -5.53 -1.55 0.266
H -0.94 -3.20 -1.10 0.244
C -0.12 0.63 0.00 -0.481
O 0.38 -0.19 -1.03 -0.477
H -0.64 0.07 0.79 0.231
H 0.69 1.08 0.55 0.123
H -0.77 1.40 -0.42 0.322
H -0.28 -0.39 -1.69 0.273
C 1.61 2.86 3.02 -0.440
O 0.80 3.96 3.40 -0.507
H 2.16 3.09 2.11 0.204
H 2.40 2.68 3.77 0.298
H 0.99 1.96 2.90 0.164
H 0.15 3.68 4.05 0.294
```

Values from the calculation:
- calculated total energy (eV) = -18892.7651
- SMILES = CO.CO.CO.CO.CO.CO
- total charge = 0
- frontier orbital gap (eV) = 10.440
- energy above the lowest of the compared OMol25 structures with the same formula, charge and spin (kJ/mol) = 409.8

=====

Entry 5:
C6H24O6 as an isolated structure at a distorted geometry. Source: the Open Molecules 2025 dataset; level of theory: ωB97M-V/def2-TZVPD.

Structure (XYZ):
```
36
Properties=species:S:1:pos:R:3:mulliken_charge:R:1
C -1.17 1.53 2.07 -0.803
O -1.06 0.14 2.01 -0.569
H -0.48 1.94 1.33 0.260
H -2.15 1.80 1.68 0.426
H -0.97 1.83 3.10 0.378
H -1.42 -0.27 2.80 0.450
C 2.76 -1.15 1.30 -0.628
O 2.01 -1.32 2.53 -0.657
H 2.46 -1.94 0.61 0.165
H 2.90 -0.22 0.75 0.175
H 3.76 -1.44 1.63 0.407
H 1.13 -1.21 2.15 0.493
C -1.88 2.26 -1.20 -0.798
O -0.63 2.13 -1.82 -0.451
H -2.02 3.34 -1.31 0.482
H -2.73 1.75 -1.65 0.193
H -1.92 1.97 -0.15 -0.039
H -0.18 2.97 -1.76 0.307
C -2.95 -0.06 0.14 -0.708
O -2.32 -1.00 0.93 -0.721
H -4.02 -0.26 0.18 0.400
H -2.87 0.97 0.48 0.226
H -2.78 -0.26 -0.92 0.283
H -1.92 -0.55 1.67 0.390
C 0.55 0.18 -0.41 0.075
O 0.83 -0.43 0.85 -0.658
H 0.60 -0.71 -1.04 0.047
H -0.48 0.51 -0.55 -0.448
H 1.30 0.81 -0.91 0.374
H 0.11 -0.08 1.37 0.896
C 2.27 -2.14 -2.57 -0.132
O 3.43 -2.88 -2.72 -0.506
H 2.01 -1.93 -1.53 -0.199
H 2.22 -1.29 -3.25 0.298
H 1.49 -2.75 -3.03 0.293
H 4.14 -2.23 -2.75 0.299
```

Values from the calculation:
- calculated total energy (eV) = -18886.5513
- total charge = 0
- frontier orbital gap (eV) = 9.456
- energy above the lowest of the compared OMol25 structures with the same formula, charge and spin (kJ/mol) = 1009.4

=====

Entry 6:
C6H25B2O3Pt as an isolated structure at a distorted geometry. Source: the Open Molecules 2025 dataset; level of theory: ωB97M-V/def2-TZVPD.

Structure (XYZ):
```
37
Properties=species:S:1:pos:R:3:mulliken_spin:R:1
Pt -0.70 -0.02 0.29 1.448
B -1.38 -1.21 2.04 0.056
H -1.69 -1.89 2.82 0.019
H -2.24 -0.89 1.47 0.079
H -1.03 -0.26 2.42 0.009
H -0.66 -1.68 1.39 0.047
B -2.04 1.64 -0.12 -0.056
H -2.66 2.52 -0.19 0.033
H -2.57 0.86 -0.63 0.016
H -1.07 1.84 -0.57 0.078
H -1.84 1.37 0.90 0.041
C -1.10 -3.75 -2.48 0.019
C -1.23 -2.31 -2.22 -0.007
O -1.42 -1.82 -0.88 0.163
H -2.06 -4.25 -2.28 0.001
H -0.29 -4.17 -1.89 0.001
H -0.83 -3.96 -3.51 -0.001
H -2.04 -2.03 -2.89 0.001
H -0.41 -1.87 -2.77 -0.002
C 0.04 2.51 3.03 -0.004
C 0.95 2.28 1.79 0.005
O 1.03 0.88 1.75 0.022
H -0.62 3.38 3.02 0.000
H 0.52 2.43 4.00 -0.001
H -0.77 1.79 3.12 0.002
H 1.97 2.68 1.85 0.000
H 0.47 2.67 0.89 0.002
H 1.65 0.64 2.44 0.004
C 3.26 0.57 -1.67 0.003
C 2.10 -0.29 -1.12 0.004
O 1.00 0.50 -1.06 0.014
H 4.21 0.09 -1.93 0.001
H 3.43 1.24 -0.83 0.000
H 2.92 1.20 -2.50 -0.001
H 2.27 -0.58 -0.08 -0.003
H 1.84 -1.14 -1.76 0.004
H 1.00 1.04 -1.85 0.001
```

Values from the calculation:
- spin multiplicity = 3
- calculated total energy (eV) = -17359.6030
- total charge = -1
- frontier orbital gap (spin up / spin down) (eV) = 6.419 / 6.210
- energy above the lowest of the compared OMol25 structures with the same formula, charge and spin (kJ/mol) = 0.0

=====

Entry 7:
A 6-piece molecular cluster, C6H25NO6 overall at a distorted geometry. Source: the Open Molecules 2025 dataset; level of theory: ωB97M-V/def2-TZVPD.

Structure (XYZ):
```
38
Properties=species:S:1:pos:R:3:mulliken_charge:R:1
C -0.47 -1.12 -2.13 -0.640
O -1.16 -0.11 -1.46 -0.509
C -1.26 1.11 -2.21 -0.825
C -1.97 2.22 -1.37 0.431
C -2.43 3.38 -2.24 -1.422
N -1.02 2.78 -0.39 -0.489
H -0.60 -2.01 -1.51 0.188
H 0.55 -0.74 -2.18 0.240
H -0.94 -1.34 -3.09 0.370
H -0.30 1.48 -2.58 0.331
H -1.89 0.90 -3.08 0.461
H -2.68 1.61 -0.80 0.329
H -3.07 2.99 -3.02 0.388
H -1.61 3.71 -2.89 0.361
H -3.02 4.13 -1.70 0.390
H -1.42 3.52 0.18 0.251
H -0.76 2.03 0.24 0.021
C 2.77 -2.02 -0.45 -0.525
O 1.61 -2.43 0.26 -0.488
H 3.13 -2.72 -1.21 0.316
H 2.44 -1.09 -0.90 0.137
H 3.56 -1.85 0.29 0.261
H 1.68 -3.36 0.46 0.277
C 0.82 -2.70 3.38 -0.453
O -0.23 -2.40 4.25 -0.539
H 0.43 -3.20 2.49 0.208
H 1.35 -1.78 3.15 0.180
H 1.51 -3.38 3.87 0.316
H -0.85 -3.13 4.33 0.289
O -0.32 0.55 3.46 -0.657
H -0.34 -0.33 3.84 0.327
H 0.12 0.44 2.62 0.289
O 2.29 1.90 -0.12 -0.694
H 1.77 2.42 -0.73 0.311
H 1.72 1.18 0.13 0.324
O 0.27 0.06 0.64 -0.407
H 0.67 -0.81 0.55 0.053
H -0.35 0.12 -0.08 0.601
```

Values from the calculation:
- calculated total energy (eV) = -20401.1183
- SMILES = COC[C@H](C)N.CO.CO.O.O.O
- total charge = 0
- frontier orbital gap (eV) = 9.617
- energy above the lowest of the compared OMol25 structures with the same formula, charge and spin (kJ/mol) = 254.7

=====

Entry 8:
A 7-piece molecular cluster, C6H25NO7 overall at a distorted geometry. Source: the Open Molecules 2025 dataset; level of theory: ωB97M-V/def2-TZVPD.

Structure (XYZ):
```
39
Properties=species:S:1:pos:R:3:mulliken_charge:R:1
N -0.62 -2.30 2.40 -0.683
C 0.12 -0.93 2.63 -0.581
C -0.74 0.34 2.50 0.056
C -1.69 0.32 1.28 -0.890
C -1.33 0.31 -0.24 0.046
C -2.02 0.89 -1.22 -0.121
C -1.57 0.87 -2.65 -0.729
O -0.17 0.61 -2.74 -0.498
H -1.54 -2.28 2.81 0.276
H -0.79 -2.45 1.45 0.307
H 0.56 -0.96 3.59 0.487
H 0.95 -1.02 1.90 0.108
H 0.08 1.18 2.51 -0.228
H -1.39 0.44 3.39 0.318
H -2.37 1.19 1.44 0.358
H -2.34 -0.54 1.48 0.354
H -0.40 -0.20 -0.58 0.162
H -2.96 1.34 -1.04 0.439
H -2.09 0.20 -3.29 0.366
H -1.64 1.84 -3.15 0.339
H -0.07 -0.34 -2.39 0.300
O -2.40 -2.71 -0.27 -0.613
H -1.53 -2.26 -0.24 0.172
H -2.32 -3.33 -1.02 0.278
O 3.31 1.11 -0.14 -0.678
H 2.81 1.80 -0.60 0.319
H 2.95 1.25 0.80 0.393
O 1.96 -1.21 -1.54 -0.610
H 2.52 -0.78 -0.91 0.308
H 2.58 -1.87 -1.95 0.286
O 1.15 2.90 -1.15 -0.580
H 0.26 2.49 -1.23 0.314
H 1.35 3.52 -1.83 0.246
O 0.20 -2.90 -0.38 -0.625
H 0.97 -2.32 -0.65 0.353
H 0.60 -3.48 0.17 0.288
O 2.01 2.92 1.97 -0.661
H 2.05 3.24 0.98 0.306
H 1.08 2.83 1.85 0.321
```

Values from the calculation:
- calculated total energy (eV) = -22448.4804
- SMILES = NCCC/C=C/CO.O.O.O.O.O.O
- total charge = 0
- frontier orbital gap (eV) = 9.498
- energy above the lowest of the compared OMol25 structures with the same formula, charge and spin (kJ/mol) = 340.0

=====

Q: Among the records above, which one has the highest total charge?
A: C6H24N12O6Pb

=====

Q: Which value of total charge does entry 4 give?
A: 0